Entry from OMol25: a cluster of 2 separate species, C3H7NO3 in total (ωB97M-V/def2-TZVPD).

The geometry in XYZ format:
```
14
Properties=species:S:1:pos:R:3
O 2.50003 0.07080 0.49501
C 1.36874 0.13656 0.90616
C 0.37897 1.12723 0.37435
N -0.72717 0.43452 -0.27112
C -2.03427 0.56874 0.13321
O -2.23932 1.20788 1.15600
H 0.91050 -0.66428 1.53507
H 0.02619 1.68637 1.26260
H 0.74192 1.76203 -0.41917
H -0.53490 -0.26889 -0.96726
H -2.71657 0.01600 -0.51676
O 0.44204 -1.99744 -1.34593
H 0.79456 -2.77917 -0.93112
H 1.08928 -1.30035 -1.41103
```

The calculation puts the energy above the lowest of the compared OMol25 structures with the same formula, charge and spin at 44.93 kcal/mol. Its charge is 0. The value obtained for the lowest unoccupied orbital energy is 0.61 eV. The value obtained for the molar mass is 105.1 Da. The calculation puts the frontier orbital gap at 10.44 eV. As for the largest force on an atom: 3.01 eV/A.

Atom charges from the Mulliken analysis, given in e for atoms 1 to 5: atom 1 (O): -0.46, atom 2 (C): 0.00, atom 3 (C): -0.35, atom 4 (N): -0.09, atom 5 (C): 0.07

Entry from OMol25: the ion C7H10N3 with charge +1 (ωB97M-V/def2-TZVPD).

The geometry in XYZ format:
```
20
Properties=species:S:1:pos:R:3
H -3.34454 0.63942 1.85767
N -2.63016 0.46069 1.15549
C -2.97350 -0.20023 0.17448
C -1.88213 -0.79743 -0.69831
C -0.55740 -0.04778 -0.57706
N -0.58813 1.28180 -0.60294
C 0.48271 1.96453 -0.22619
C 1.64369 1.33310 0.10732
C 1.66257 -0.06901 0.02670
C 2.86462 -0.81819 0.31710
N 0.55899 -0.67597 -0.35959
H -3.89134 -0.77869 0.06634
H -1.95738 -1.81426 -0.65934
H -2.24829 -0.79460 -1.73280
H 0.41107 2.99824 -0.11132
H 2.55262 1.77995 0.59597
H 2.62924 -1.83618 0.02770
H 3.03750 -0.61812 1.43360
H 3.49058 -0.30993 -0.31195
H 0.73926 -1.69733 -0.48289
```

The calculation puts the energy above the lowest of the compared OMol25 structures with the same formula, charge and spin at 39.23 kcal/mol. Its charge is +1. The value obtained for the lowest unoccupied orbital energy is -4.11 eV. The value obtained for the molar mass is 136.2 Da. The calculation puts the frontier orbital gap at 9.31 eV. As for the largest force on an atom: 4.06 eV/A.

Atom charges from the Mulliken analysis, given in e for atoms 1 to 5: atom 1 (H): 0.27, atom 2 (N): -0.43, atom 3 (C): -0.24, atom 4 (C): -0.90, atom 5 (C): 0.46

Entry from OMol25: an isolated molecule of C3H7NO2 (ωB97M-V/def2-TZVPD).

The geometry in XYZ format:
```
13
Properties=species:S:1:pos:R:3
C -1.44205 0.39606 0.32939
C -0.81636 -0.32427 -0.85916
O 0.58447 -0.13659 -0.96863
C 1.37084 -0.65503 0.13579
N 1.90974 0.50334 0.53226
O 1.40998 -1.80324 0.47968
H -1.29791 1.48102 0.27865
H -1.01691 0.04081 1.27303
H -2.51983 0.20094 0.35216
H -0.95593 -1.40049 -0.79011
H -1.24169 0.04073 -1.80016
H 2.63700 0.59853 1.23393
H 1.37863 1.05819 -0.19683
```

The calculation puts the energy above the lowest of the compared OMol25 structures with the same formula, charge and spin at 32.68 kcal/mol. Its charge is 0. The value obtained for the lowest unoccupied orbital energy is 0.93 eV. The value obtained for the molar mass is 89.1 Da. The calculation puts the frontier orbital gap at 11.40 eV. As for the largest force on an atom: 2.77 eV/A.

Atom charges from the Mulliken analysis, given in e for atoms 1 to 5: atom 1 (C): -1.07, atom 2 (C): -0.18, atom 3 (O): -0.47, atom 4 (C): 0.51, atom 5 (N): -0.36

Entry from OMol25: a structure of composition C51H127N8O17Zn (ωB97M-V/def2-TZVPD).

The geometry in XYZ format:
```
204
Properties=species:S:1:pos:R:3
Zn -1.82083 2.89651 0.28687
C -1.94529 -0.62573 -1.72278
C -1.03591 -0.25109 -0.52346
C 0.43403 -0.70215 -0.75580
O -1.14361 1.08124 -0.14141
H -2.84755 -0.01834 -1.79427
H -2.15390 -1.69550 -1.73556
H -1.51034 -0.31809 -2.67370
H -1.32368 -0.91284 0.29348
H 0.98467 -0.07271 -1.45489
H 0.46030 -1.73393 -1.10626
H 0.97161 -0.61537 0.18844
C 1.30131 -6.29655 -7.32763
O 0.79219 -5.27558 -6.46063
C 0.05015 -4.34315 -7.20037
C -0.07117 -3.15042 -6.27434
N 1.19553 -2.41821 -6.15073
C 1.00889 -1.34270 -5.18253
C 2.25857 -0.48720 -5.10945
O 2.10248 0.72646 -5.89595
C 1.89175 0.62716 -7.28184
H 1.79848 -7.00766 -6.66788
H 2.05863 -5.96099 -8.03613
H 0.52373 -6.84107 -7.86331
H -0.89513 -4.82371 -7.45259
H 0.48809 -3.88908 -8.08927
H -0.50303 -3.47556 -5.32783
H -0.76517 -2.44755 -6.73525
H 1.94187 -3.04152 -5.87769
H 0.79429 -1.68304 -4.16951
H 0.10877 -0.77354 -5.41478
H 3.14297 -1.02271 -5.45465
H 2.42974 -0.21434 -4.06813
H 0.91886 0.17526 -7.47515
H 2.70226 0.04221 -7.71660
H 1.93521 1.61133 -7.74834
C -0.85889 3.05810 -5.11980
O -0.74055 3.42887 -3.78156
C 0.24297 2.74377 -3.04265
C 0.59287 3.60172 -1.76822
N -0.71184 3.98844 -1.13714
C -0.39573 5.25797 -0.42006
C -1.66752 5.90607 0.16042
O -2.43874 4.90005 0.72092
C -3.74880 5.29623 1.07898
H -1.74617 3.54764 -5.52127
H -1.03106 1.99687 -5.29936
H -0.03301 3.37167 -5.75832
H 1.15473 2.66985 -3.63538
H -0.09088 1.73277 -2.80914
H 1.09994 4.47861 -2.17076
H 1.16592 3.01170 -1.05298
H -1.20198 4.43186 -1.90084
H 0.16096 5.99834 -0.99454
H 0.32873 5.11167 0.38109
H -2.16605 6.39189 -0.67836
H -1.45461 6.67479 0.90327
H -3.91438 6.36405 0.93595
H -4.03657 5.15399 2.12064
H -4.51367 4.85588 0.43933
C -3.80967 3.10204 -2.35751
O -3.50874 2.76461 -1.00127
C -4.60947 2.12649 -0.32374
C -4.16112 1.48825 0.99779
N -3.26791 2.43144 1.66499
C -2.56804 1.89976 2.80675
C -1.46244 2.80568 3.24578
O -0.66213 3.02105 2.04590
C 0.63055 2.42706 2.12739
H -3.57191 2.28086 -3.03368
H -3.15255 3.93599 -2.60413
H -4.84689 3.37551 -2.55112
H -5.04612 1.37977 -0.98694
H -5.32254 2.91553 -0.08487
H -3.64845 0.56063 0.74325
H -5.06124 1.19226 1.53656
H -4.01568 2.92167 2.13470
H -2.22415 0.88241 2.62005
H -3.22550 1.89414 3.67612
H -0.96230 2.30794 4.07659
H -1.82543 3.80155 3.49989
H 1.22278 2.87511 2.92527
H 1.15689 2.69897 1.21244
H 0.55623 1.35606 2.31592
C 11.13296 0.11516 -4.46165
O 10.26693 -0.93457 -4.21365
C 9.07730 -0.49447 -3.53230
C 8.19021 -1.68139 -3.28292
N 7.14411 -1.39781 -2.33954
C 6.37350 -2.60259 -2.02575
C 4.99015 -2.16423 -1.43884
O 4.47214 -3.14609 -0.56830
C 3.15680 -2.86155 -0.11677
H 10.62239 0.91773 -4.99390
H 11.97894 -0.25351 -5.04174
H 11.56530 0.61391 -3.59422
H 8.45001 0.19780 -4.09388
H 9.33594 0.01787 -2.60563
H 8.82274 -2.50491 -2.95149
H 7.80855 -1.99551 -4.25439
H 7.40318 -0.72909 -1.62836
H 6.84989 -3.30552 -1.34236
H 6.21945 -3.12075 -2.97226
H 4.24391 -1.94206 -2.20164
H 5.14847 -1.24892 -0.86852
H 3.12225 -2.01182 0.56505
H 2.81146 -3.75321 0.40646
H 2.52204 -2.68224 -0.98454
C -3.29876 -3.90912 7.54502
O -3.10357 -2.86717 6.59548
C -4.28222 -2.22351 6.18288
C -4.00229 -0.99071 5.31785
N -3.27431 -1.25250 4.06584
C -4.14018 -1.93549 3.10760
C -3.50367 -2.47938 1.84223
O -2.73306 -3.56576 2.26133
C -1.87918 -4.13274 1.34591
H -4.08700 -3.71893 8.27344
H -2.33467 -4.10516 8.01426
H -3.53896 -4.81811 6.99352
H -4.86659 -1.80945 7.00456
H -4.89143 -2.93226 5.62196
H -3.42034 -0.28225 5.90736
H -4.98829 -0.55881 5.14650
H -2.50884 -1.85867 4.32412
H -4.97633 -1.28955 2.83983
H -4.50871 -2.75649 3.72262
H -2.86336 -1.72836 1.37955
H -4.25767 -2.70571 1.08833
H -1.47181 -5.06957 1.72602
H -1.02637 -3.55175 0.99482
H -2.47487 -4.45708 0.49263
C 4.64802 3.51870 -3.07868
O 4.08648 3.07367 -1.85688
C 4.09128 1.66643 -1.58028
C 3.77033 1.43681 -0.12707
N 4.77621 2.16060 0.69399
C 4.31502 2.51211 1.94273
C 5.40926 3.32649 2.68343
O 5.54457 4.51083 1.88125
C 6.84565 5.04382 1.77772
H 5.68379 3.22213 -3.24400
H 4.52347 4.58886 -3.24403
H 4.22362 3.12351 -4.00162
H 5.07700 1.24670 -1.78096
H 3.46186 1.17576 -2.32270
H 3.72653 0.37470 0.11397
H 2.76442 1.76553 0.13405
H 5.08160 3.00813 0.23736
H 4.11252 1.59568 2.49704
H 3.41098 3.12094 1.93044
H 6.33525 2.76612 2.81227
H 5.02325 3.45485 3.69467
H 7.56486 4.36507 1.31932
H 7.16507 5.38663 2.76187
H 6.76079 5.90383 1.11343
C 5.31585 -4.50432 7.21807
O 3.93938 -4.04831 7.20899
C 2.96631 -5.00947 7.64214
C 1.57048 -4.44401 7.35366
N 1.37231 -4.18578 5.92066
C -0.01257 -3.69996 5.65322
C -0.07364 -3.16606 4.15334
O 0.77524 -2.07675 3.96589
C 0.75490 -1.53604 2.60921
H 5.36535 -5.51367 6.80959
H 5.70003 -4.52167 8.23797
H 5.92539 -3.81883 6.62928
H 2.85881 -5.24619 8.70068
H 3.01533 -5.91486 7.03722
H 1.43146 -3.48415 7.85109
H 0.84608 -5.09194 7.84715
H 1.98997 -3.43246 5.65400
H -0.39978 -2.91341 6.30091
H -0.69323 -4.54463 5.75982
H -1.10096 -2.91220 3.89206
H 0.21773 -3.91295 3.41486
H 1.49527 -0.74190 2.51283
H -0.19568 -1.12070 2.27458
H 1.06446 -2.27157 1.86674
C -8.05597 4.55212 -0.63883
O -8.04377 3.18236 -0.40216
C -8.33197 2.85232 1.00267
C -8.48230 1.36515 1.23053
N -7.30692 0.63508 0.72714
C -7.42994 -0.78811 0.82196
C -6.66018 -1.43970 -0.32757
O -6.71080 -0.74785 -1.55005
C -5.95178 -1.27803 -2.59295
H -7.79010 4.84601 -1.65424
H -7.38166 5.02372 0.07601
H -9.07601 4.85020 -0.39639
H -9.25033 3.29252 1.39118
H -7.44586 3.14022 1.56837
H -9.37478 0.95576 0.75728
H -8.54122 1.20453 2.30702
H -7.47134 0.67585 -0.26854
H -8.44980 -1.16746 0.75806
H -7.02527 -1.15653 1.76461
H -7.07414 -2.44743 -0.29269
H -5.63416 -1.49632 0.03598
H -6.27935 -1.02349 -3.60093
H -6.03804 -2.36460 -2.59673
H -4.88944 -1.07348 -2.45994
```

The calculation puts the energy above the lowest of the compared OMol25 structures with the same formula, charge and spin at 0.00 kcal/mol. Its charge is +1. The value obtained for the lowest unoccupied orbital energy is -1.94 eV. The value obtained for the molar mass is 1190.0 Da. The calculation puts the frontier orbital gap at 7.99 eV. As for the largest force on an atom: 3.12 eV/A.

Atom charges from the Mulliken analysis, given in e for atoms 1 to 5: atom 1 (Zn): 1.66, atom 2 (C): -0.76, atom 3 (C): 2.53, atom 4 (C): -0.42, atom 5 (O): 1.55

Entry from OMol25: an isolated molecule of C2H5N3O2S (ωB97M-V/def2-TZVPD).

The geometry in XYZ format:
```
13
Properties=species:S:1:pos:R:3
C 0.62621 1.46095 0.37463
C 0.06868 -0.35406 -0.87094
N 1.77957 0.92522 -0.38774
N 1.38934 -0.04724 -1.07903
N -0.51321 0.65910 0.00994
O -0.29329 -1.40592 1.46464
O -1.48250 -2.52009 -0.33268
S -0.14427 -2.16337 0.06268
H 0.88945 1.28586 1.44592
H 0.47821 2.43489 0.17109
H -0.44736 -0.53015 -1.79576
H -0.90502 -0.54936 1.27423
H -1.44581 0.80418 -0.33697
```

The calculation puts the energy above the lowest of the compared OMol25 structures with the same formula, charge and spin at 76.14 kcal/mol. Its charge is 0. The value obtained for the lowest unoccupied orbital energy is 0.04 eV. The value obtained for the molar mass is 135.1 Da. The calculation puts the frontier orbital gap at 9.28 eV. As for the largest force on an atom: 3.57 eV/A.

Atom charges from the Mulliken analysis, given in e for atoms 1 to 5: atom 1 (C): -0.32, atom 2 (C): -0.09, atom 3 (N): -0.30, atom 4 (N): -0.15, atom 5 (N): -0.46